(1)
This record from the OMol25 dataset describes an isolated molecule of C4H9NO3. The level of theory is ωB97M-V/def2-TZVPD.

Summary:
SMILES string   COC(/C=N\O)OC
Gap between HOMO and LUMO   9.941 eV
Multiplicity   1
HOMO   -0.354 Ha

Geometry (Å):
H (-1.257, 1.671, -1.377)
H (1.929, -1.405, -1.404)
C (-0.212, -0.450, 0.828)
H (-1.649, 2.877, -0.168)
H (-0.033, -0.223, 1.900)
O (0.200, 1.713, 0.170)
N (-1.336, -1.162, 0.669)
H (1.692, -1.756, 0.643)
H (3.217, -1.098, -0.359)
C (2.058, -1.047, -0.294)
C (0.447, 0.385, -0.073)
O (-1.592, -1.527, -0.622)
C (-1.192, 1.867, -0.294)
H (0.153, 0.056, -1.061)
H (-1.956, 1.122, 0.165)
O (1.819, 0.334, 0.028)
H (-2.767, -1.803, -0.630)


(2)
This record from the OMol25 dataset describes an isolated molecule of C4H9NO3. The level of theory is ωB97M-V/def2-TZVPD.

Summary:
SMILES string   C[C@@H](CO)NC(=O)O
Gap between HOMO and LUMO   10.186 eV
Multiplicity   1
HOMO   -0.350 Ha

Geometry (Å):
H (0.031, -0.478, -1.391)
O (-2.490, -1.534, 0.201)
C (-0.060, 0.149, 0.701)
C (0.046, 1.630, 0.348)
C (1.363, -0.371, 0.878)
O (1.092, 1.970, -0.546)
H (1.350, -1.437, 1.193)
H (1.863, 0.171, 1.671)
H (0.217, 2.232, 1.165)
H (-0.852, 1.971, -0.206)
C (-1.658, -1.358, -0.666)
H (1.934, 2.203, -0.078)
O (-1.461, -1.981, -1.943)
H (-0.704, 0.169, 1.575)
N (-0.532, -0.470, -0.571)
H (-2.055, -2.734, -2.194)
H (1.918, -0.134, -0.138)


(3)
This record from the OMol25 dataset describes an isolated molecule of C4H9NO3. The level of theory is ωB97M-V/def2-TZVPD.

Summary:
SMILES string   CC(O)(O)CC(N)=O
Gap between HOMO and LUMO   10.774 eV
Multiplicity   1
HOMO   -0.368 Ha

Geometry (Å):
C (0.880, 0.225, 0.171)
O (-1.696, 1.542, 0.060)
H (-3.627, 0.028, 0.284)
H (2.099, -0.601, -1.406)
C (-0.384, -0.427, -0.442)
H (-0.277, -0.353, -1.543)
H (0.087, 1.963, -0.062)
O (0.771, 0.062, 1.575)
H (-0.437, -1.481, -0.142)
O (0.976, 1.568, -0.166)
C (-1.655, 0.330, -0.069)
H (-2.726, -1.431, 0.013)
C (2.154, -0.468, -0.341)
H (3.001, 0.167, -0.111)
H (1.316, 0.727, 2.003)
N (-2.760, -0.428, 0.024)
H (2.276, -1.425, 0.152)


(4)
This record from the OMol25 dataset describes a structure of composition C4H9NO3. The level of theory is ωB97M-V/def2-TZVPD.

Summary:
Gap between HOMO and LUMO   10.413 eV
Multiplicity   1
HOMO   -0.353 Ha

Geometry (Å):
H (2.693, -0.631, -0.572)
H (1.472, 1.467, 0.381)
O (-2.634, 1.232, 0.482)
O (-0.539, 1.674, 0.122)
H (0.884, 1.095, -1.232)
H (-1.126, -2.580, 1.313)
H (-1.467, 1.336, 0.924)
H (1.756, -2.132, -0.688)
C (0.659, 0.974, -0.166)
O (-0.251, -2.360, 0.972)
H (-1.821, 0.529, -1.287)
H (-2.189, 2.347, -1.205)
H (2.355, -1.610, 0.877)
C (1.948, -1.252, -0.073)
N (-0.392, -0.998, 0.645)
C (-2.022, 1.408, -0.660)
C (0.673, -0.499, 0.167)


(5)
This record from the OMol25 dataset describes a structure of composition C4H9NO3. The level of theory is ωB97M-V/def2-TZVPD.

Summary:
Gap between HOMO and LUMO   9.733 eV
Multiplicity   1
HOMO   -0.333 Ha

Geometry (Å):
H (2.454, -0.943, 0.459)
C (1.763, -0.409, 1.109)
H (-1.658, 0.101, 0.921)
H (2.037, 0.639, 1.187)
C (0.350, -0.565, 0.639)
H (0.091, -1.622, 0.529)
H (-1.890, -0.732, -2.018)
O (-0.739, 2.050, -2.168)
H (-0.765, -0.273, 2.414)
H (1.178, 0.265, -1.463)
O (-2.222, 0.389, -2.305)
O (-0.570, -0.655, -1.503)
H (1.842, -0.856, 2.105)
H (-0.428, 1.226, 1.511)
N (0.335, 0.288, -0.892)
C (-1.084, 0.922, -1.945)
C (-0.692, 0.176, 1.419)


(6)
This record from the OMol25 dataset describes a cluster of 2 separate species, C4H9NO3S in total. The level of theory is ωB97M-V/def2-TZVPD.

Summary:
Gap between HOMO and LUMO (alpha / beta)   4.194 / 7.072 eV
Multiplicity   3
HOMO (alpha / beta)   -0.126 / -0.342 Ha

Geometry (Å):
O (0.147, -2.286, 0.561)
H (1.711, 2.279, 0.308)
S (-2.485, 0.789, 0.172)
H (-3.009, -0.178, -0.407)
H (0.000, 1.921, -1.091)
H (0.932, -0.344, -2.203)
C (1.343, 0.131, -1.348)
H (0.393, 0.145, 2.057)
N (-0.480, -0.151, 1.715)
H (-0.280, -1.213, 1.569)
C (0.368, 1.029, -0.464)
C (-0.737, 0.141, 0.213)
H (1.731, -0.641, -0.747)
C (-0.499, -1.849, -0.314)
O (-1.046, -1.910, -1.328)
O (1.125, 1.524, 0.631)
H (-1.284, -0.221, 2.324)
H (2.070, 0.835, -1.648)


(7)
This record from the OMol25 dataset describes a cluster of 2 separate species, C4H9NO5S in total. The level of theory is ωB97M-V/def2-TZVPD.

Summary:
SMILES string   C[C@@]1(N)OC(=O)O[C@@]1(O)S.O
Gap between HOMO and LUMO   10.169 eV
Multiplicity   1
HOMO   -0.365 Ha

Geometry (Å):
C (2.447, -0.061, 0.950)
H (3.193, -0.784, 0.450)
N (1.348, 1.655, -0.737)
C (0.790, -1.873, -0.410)
H (-4.865, 0.551, -1.318)
C (1.259, 0.304, -0.098)
H (2.054, -0.504, 1.923)
H (-1.677, 0.238, 2.596)
H (0.401, 1.973, -0.975)
O (-4.033, 0.116, -1.095)
O (1.319, -0.733, -1.145)
O (0.007, -1.447, 0.737)
H (-4.137, -0.781, -1.437)
H (1.823, 2.306, -0.096)
C (-0.263, -0.045, 0.378)
H (3.052, 0.878, 1.251)
O (1.039, -3.029, -0.787)
H (-1.731, 0.408, -0.933)
O (-0.970, -0.221, -0.892)
S (-1.057, 1.049, 1.638)


(8)
This record from the OMol25 dataset describes the ion C4H9NOS with charge -1. The level of theory is ωB97M-V/def2-TZVPD.

Summary:
Charge   -1
Gap between HOMO and LUMO (alpha / beta)   5.519 / 3.527 eV
Multiplicity   2
HOMO (alpha / beta)   -0.092 / -0.092 Ha

Geometry (Å):
C (0.651, 1.274, -0.030)
C (0.910, -1.166, -0.643)
H (-2.360, -1.512, -0.105)
H (-0.116, 2.055, 0.242)
O (-2.148, -2.392, 1.674)
H (1.426, 1.131, 0.739)
H (-0.755, 0.180, -1.211)
H (0.490, -1.681, -1.506)
S (1.734, 2.095, -1.215)
H (1.934, -0.849, -0.811)
H (0.872, -1.864, 0.155)
H (-2.751, -0.510, 1.351)
N (-0.796, -0.429, 0.856)
H (-0.204, -0.992, 1.490)
C (-2.103, -1.327, 0.981)
C (-0.045, -0.004, -0.356)


(9)
This record from the OMol25 dataset describes an isolated molecule of C4H9NOS. The level of theory is ωB97M-V/def2-TZVPD.

Summary:
SMILES string   C=NSCOCC
Gap between HOMO and LUMO   9.844 eV
Multiplicity   1
HOMO   -0.324 Ha

Geometry (Å):
C (0.240, -0.640, 0.291)
H (-0.194, -1.411, 1.023)
H (-2.109, 0.666, -1.623)
H (0.380, 0.288, 0.894)
H (-2.510, -0.123, 1.323)
H (-3.756, 0.345, 0.164)
N (2.650, 0.399, 0.105)
H (4.516, 1.372, 0.134)
C (-1.721, 0.470, -0.576)
H (4.399, -0.318, -0.597)
H (-2.873, -1.294, 0.053)
O (-0.590, -0.413, -0.804)
C (-2.755, -0.192, 0.254)
H (-1.438, 1.432, -0.220)
C (3.889, 0.487, -0.107)
S (1.872, -1.069, -0.314)


(10)
This record from the OMol25 dataset describes an isolated molecule of C4H9NOS2. The level of theory is ωB97M-V/def2-TZVPD.

Summary:
SMILES string   CN[C@H](C=O)CSS
Gap between HOMO and LUMO   9.298 eV
Multiplicity   1
HOMO   -0.329 Ha

Geometry (Å):
H (2.474, 1.005, 1.484)
H (-1.155, 1.389, 1.533)
S (-1.931, 0.779, -1.848)
O (-1.179, -0.661, 1.713)
H (2.823, -0.654, 1.902)
N (1.318, -0.325, 0.432)
H (-2.870, -0.356, -4.237)
C (0.163, 0.451, 0.135)
C (2.047, 0.057, 1.680)
H (0.610, 1.398, -0.142)
H (0.167, -0.215, -1.975)
C (-0.807, 0.400, 1.248)
H (-0.742, -1.237, -0.788)
H (1.523, 0.173, 2.610)
C (-0.535, -0.170, -1.112)
S (-2.968, -0.656, -2.920)
H (1.062, -1.381, 0.285)


(11)
This record from the OMol25 dataset describes the ion C4H9NP with charge +1. The level of theory is ωB97M-V/def2-TZVPD.

Summary:
Charge   +1
SMILES string   C=CP/[NH+]=C/C
Gap between HOMO and LUMO   9.045 eV
Multiplicity   1
HOMO   -0.508 Ha

Geometry (Å):
H (-1.713, -2.740, -1.923)
H (0.710, 3.247, 0.598)
H (0.795, 0.445, 1.626)
H (-1.015, -1.278, -2.442)
H (-0.269, -2.875, 0.046)
H (0.097, 1.303, -1.029)
H (-0.083, 2.219, 1.998)
C (-0.062, 2.536, 0.941)
C (-0.057, -2.104, -0.752)
N (0.657, 0.206, 0.573)
C (-0.933, -2.082, -1.799)
H (-1.167, 2.814, 0.764)
P (1.435, -1.253, -0.004)
C (0.271, 1.351, 0.073)
H (1.334, -1.789, 1.330)


(12)
This record from the OMol25 dataset describes the ion C4H9NP with charge +1. The level of theory is ωB97M-V/def2-TZVPD.

Summary:
Charge   +1
SMILES string   [H]/P=C/C[C@H]1C[NH2+]1
Gap between HOMO and LUMO   8.982 eV
Multiplicity   1
HOMO   -0.469 Ha

Geometry (Å):
H (1.807, -1.622, 1.028)
H (0.968, 0.699, 1.294)
H (-0.790, -0.349, -1.121)
H (2.004, 0.221, -1.416)
C (0.672, 0.163, 0.306)
P (-3.204, -0.362, -0.098)
N (2.067, 0.015, -0.368)
C (1.389, -1.140, 0.160)
H (3.102, 0.053, 0.029)
H (1.050, -1.898, -0.537)
H (-4.361, 0.399, 0.623)
H (-1.876, 1.237, 1.177)
H (-0.370, 1.469, -0.922)
C (-1.883, 0.656, 0.296)
C (-0.576, 0.460, -0.451)


(13)
This record from the OMol25 dataset describes an isolated molecule of C4H9NS2. The level of theory is ωB97M-V/def2-TZVPD.

Summary:
Gap between HOMO and LUMO (alpha / beta)   6.760 / 6.011 eV
Multiplicity   3
HOMO (alpha / beta)   -0.223 / -0.311 Ha

Geometry (Å):
N (-0.606, -1.372, -1.249)
H (-1.889, -4.817, -0.631)
C (-0.346, 1.401, 0.883)
H (1.051, 2.405, 2.192)
C (-0.340, 0.949, -0.660)
H (1.629, 0.894, 1.693)
H (1.686, 2.403, 0.739)
H (-1.372, 0.950, -1.040)
H (-1.172, 2.176, 0.919)
C (1.082, 1.839, 1.350)
H (-0.710, 0.537, 1.462)
H (1.246, -0.518, -0.752)
H (0.335, 1.440, -1.287)
C (0.124, -0.441, -0.852)
S (-1.005, -4.632, -1.669)
S (0.286, -3.214, -1.099)


(14)
This record from the OMol25 dataset describes the ion C4H9O with charge -2. The level of theory is ωB97M-V/def2-TZVPD.

Summary:
Charge   -2
Gap between HOMO and LUMO (alpha / beta)   3.024 / 6.539 eV
Multiplicity   2
HOMO (alpha / beta)   0.167 / 0.036 Ha

Geometry (Å):
H (-1.687, -0.705, -0.569)
H (-1.201, 2.012, 0.262)
H (1.193, -0.365, -1.716)
C (-2.080, 0.104, 0.049)
H (-2.760, 0.704, -0.657)
H (1.111, 0.646, 1.201)
H (-0.905, 1.173, 1.658)
O (1.975, -1.335, -0.077)
H (0.936, 1.589, -0.402)
H (0.043, -1.201, -0.722)
C (1.003, -0.660, -0.680)
H (-2.836, -0.392, 0.676)
C (-0.957, 0.991, 0.572)
C (0.588, 0.771, 0.233)


(15)
This record from the OMol25 dataset describes a cluster of 2 separate species, C4H9O2 in total. The level of theory is ωB97M-V/def2-TZVPD.

Summary:
Charge   -1
Gap between HOMO and LUMO   7.902 eV
Multiplicity   1
HOMO   -0.142 Ha

Geometry (Å):
O (-2.025, -0.362, -1.404)
H (-0.012, -1.948, -0.535)
H (1.257, 0.715, 1.592)
C (0.822, 2.004, -0.079)
H (-1.454, -2.892, -0.947)
O (-2.250, -0.485, 0.838)
H (1.455, -0.012, 0.018)
C (1.642, 0.895, 0.593)
C (-1.032, -2.209, -0.268)
H (-1.007, -2.591, 0.751)
H (-0.207, 1.683, -0.129)
C (-1.867, -0.886, -0.283)
H (0.909, 2.980, 0.392)
H (2.714, 1.085, 0.600)
H (1.055, 2.023, -1.139)


(16)
This record from the OMol25 dataset describes a cluster of 2 separate species, C4H9O2 in total. The level of theory is ωB97M-V/def2-TZVPD.

Summary:
Charge   -1
Gap between HOMO and LUMO   8.431 eV
Multiplicity   1
HOMO   -0.147 Ha

Geometry (Å):
H (-3.074, -1.272, 0.491)
H (2.633, 1.385, -1.411)
H (0.944, 0.865, -1.088)
C (-2.206, -1.692, -0.016)
H (2.733, 2.028, 1.092)
C (-0.997, -0.724, 0.065)
H (1.085, 1.323, 1.238)
C (1.744, 1.543, -0.795)
C (2.024, 1.297, 0.685)
H (-1.960, -2.687, 0.357)
H (2.442, 0.302, 0.847)
O (-1.235, 0.420, 0.516)
O (0.092, -1.181, -0.356)
H (1.395, 2.570, -0.936)
H (-2.450, -1.802, -1.079)


(17)
This record from the OMol25 dataset describes a cluster of 2 separate species, C4H9O2 in total. The level of theory is ωB97M-V/def2-TZVPD.

Summary:
Charge   -1
Gap between HOMO and LUMO   7.819 eV
Multiplicity   1
HOMO   -0.139 Ha

Geometry (Å):
H (-0.812, -0.537, -0.813)
H (-2.266, -2.100, 1.820)
H (0.117, -2.997, 1.744)
H (0.562, -1.443, 2.422)
O (1.346, 1.612, -1.742)
H (-1.620, -0.718, 2.544)
H (0.436, -1.666, 0.697)
C (-0.567, 0.205, -1.560)
C (0.546, 1.096, -0.931)
C (-1.451, -1.374, 1.690)
H (-0.127, -0.256, -2.437)
O (0.590, 1.142, 0.323)
H (-1.491, 0.660, -1.923)
C (-0.030, -1.917, 1.644)
H (-1.683, -0.836, 0.785)


(18)
This record from the OMol25 dataset describes a cluster of 2 separate species, C4H9O2 in total. The level of theory is ωB97M-V/def2-TZVPD.

Summary:
Charge   -1
Gap between HOMO and LUMO   7.761 eV
Multiplicity   1
HOMO   -0.138 Ha

Geometry (Å):
H (1.080, -1.698, -2.822)
H (2.362, -1.122, -1.357)
H (0.760, 2.717, 0.561)
H (1.479, 1.250, 0.527)
H (-0.257, -2.705, -1.399)
C (0.686, -2.409, -0.949)
C (-0.767, 0.961, 0.757)
H (1.245, -3.251, -0.912)
H (0.935, 1.669, 1.956)
C (0.639, 1.709, 0.910)
O (-0.995, -0.012, 1.462)
H (0.361, -2.166, 0.084)
O (-1.530, 1.494, -0.074)
C (1.337, -1.291, -1.714)
H (0.869, -0.368, -1.758)


(19)
This record from the OMol25 dataset describes a cluster of 2 separate species, C4H9O2 in total. The level of theory is ωB97M-V/def2-TZVPD.

Summary:
Charge   -1
Gap between HOMO and LUMO   7.355 eV
Multiplicity   1
HOMO   -0.137 Ha

Geometry (Å):
C (-1.393, -2.054, -1.396)
H (-1.926, 0.017, -1.029)
H (1.600, 1.649, 2.626)
H (-1.128, -1.933, -2.452)
H (-0.271, -0.369, -0.613)
C (-1.285, -0.747, -0.610)
O (0.991, 3.343, 0.915)
H (-2.391, -2.495, -1.414)
H (2.452, 0.523, 1.385)
H (-0.693, -2.809, -1.021)
C (1.604, 1.142, 1.671)
H (-1.573, -0.959, 0.421)
O (1.854, 1.880, -0.584)
H (0.688, 0.555, 1.549)
C (1.470, 2.257, 0.552)


(20)
This record from the OMol25 dataset describes a cluster of 2 separate species, C4H9O2 in total. The level of theory is ωB97M-V/def2-TZVPD.

Summary:
Charge   -1
Gap between HOMO and LUMO   7.961 eV
Multiplicity   1
HOMO   -0.143 Ha

Geometry (Å):
H (-0.605, -0.277, -1.366)
C (-1.061, 0.531, 2.071)
H (-0.124, -1.154, -2.803)
H (2.171, -1.414, -1.902)
H (1.692, 0.234, -1.471)
C (0.019, -1.095, -1.726)
H (-0.282, -0.235, 2.087)
H (1.610, -0.931, -0.255)
H (-1.310, 0.840, 3.083)
O (-0.805, 2.885, 1.821)
H (-1.913, 0.127, 1.551)
O (0.017, 1.546, 0.205)
C (1.464, -0.813, -1.329)
H (-0.321, -2.022, -1.265)
C (-0.554, 1.777, 1.298)


Sequential energy output: -11920.6870 -11926.0406 -11927.5415 -11922.4143 -11920.1719 -22754.9850 -26854.9499 -18664.3216 -18664.8090 -29500.4202 -15063.5253 -15062.5235 -27449.4328 -6335.0932 -8390.2970 -8390.4918 -8390.0859 -8389.3396 -8390.2690 -8390.4067 eV